Below is the molecule C6H9NO in a non-equilibrium geometry, with properties calculated with wB97M-V/def2-TZVPD.

Calculated values
E: -363.9262 hartree
Spin multiplicity: 1
LUMO level: 0.8 eV
HOMO: -9.360 eV
SMILES: O=C[C@@H]1[C@H]2CNC[C@@H]12
Energy relative to the best compared isomer or geometry (same formula, charge and spin): 61.5 kcal/mol
Charge: 0
Maximum force: 4.98 eV Å⁻¹

Geometry as XYZ:
```
17
Properties=species:S:1:pos:R:3:forces:R:3
O 3.700956 0.034511 -0.338810 -4.9 0.3 0.9
C 2.523733 -0.024859 0.110237 2.3 -1.6 -0.6
C 1.049368 0.003093 -0.505928 4.4 0.9 0.5
C 0.185212 0.709729 0.453368 -1.7 0.1 0.3
C -1.127772 1.250569 -0.227993 0.2 -2.3 0.7
N -2.063574 0.040624 -0.165918 0.1 1.1 0.2
C -1.227082 -1.171978 -0.347800 -0.5 1.5 0.4
C 0.088693 -0.781058 0.319140 0.7 -2.0 0.9
H 2.395741 -0.348119 1.205567 0.3 0.7 -0.8
H 0.997248 0.356238 -1.524006 -0.3 -0.7 -0.4
H 0.642858 1.075013 1.358014 -0.2 0.6 0.1
H -0.883875 1.481312 -1.272053 -0.4 0.2 0.3
H -1.644143 2.041263 0.302284 0.3 0.3 -0.2
H -2.312114 0.039834 0.818922 -0.4 -0.1 0.0
H -1.073510 -1.152264 -1.426774 -0.1 -1.2 0.0
H -1.757959 -2.046681 0.126973 0.8 0.8 -1.0
H 0.506226 -1.507231 1.114778 -0.5 1.4 -1.4
```
Forces are in eV/Å.

These are the Löwdin partial charges, in e, on atoms 1 to 2: 0.0006, -0.1528

Below is a cluster of 2 separate species, C6H9NO in total in a non-equilibrium geometry, with properties calculated with wB97M-V/def2-TZVPD.

Calculated values
E: -363.8870 hartree
Spin multiplicity: 1
LUMO level: 0.1 eV
HOMO: -8.816 eV
SMILES: c1ccncc1.CO
Energy relative to the best compared isomer or geometry (same formula, charge and spin): 86.1 kcal/mol
Charge: 0
Maximum force: 8.43 eV Å⁻¹

Geometry as XYZ:
```
17
Properties=species:S:1:pos:R:3:forces:R:3
C 2.534291 -0.441539 0.918001 0.6 -5.5 6.4
C 1.416191 -1.097427 1.417750 4.6 -1.9 2.6
C 0.309107 -1.160307 0.777745 -6.0 0.4 -1.9
N -0.101611 -0.283949 -0.223253 3.2 -0.7 -0.4
C 0.993397 0.338332 -0.728888 -2.5 0.1 2.6
C 2.211261 0.221885 -0.101053 0.5 3.6 -4.9
H 3.440545 -0.880805 1.431285 -0.3 2.0 -1.1
H 1.611291 -1.803193 2.209878 -0.4 -0.1 0.3
H -0.356909 -1.926609 1.160721 -0.8 0.4 -0.5
H 0.928700 1.206427 -1.345767 -0.7 0.0 -1.0
H 2.919392 0.854921 -0.441309 2.4 1.9 -2.0
C -2.963196 1.014118 -0.758935 3.1 1.7 -2.2
O -2.457484 -0.045382 -1.510431 2.9 -0.5 1.8
H -3.829967 1.363519 -1.202530 -1.8 1.0 -0.7
H -3.073605 0.851909 0.248716 -0.6 -0.8 2.6
H -2.086278 1.748221 -0.851000 -1.7 0.4 0.5
H -1.495124 0.039878 -1.000930 -2.4 -2.1 -2.1
```
Forces are in eV/Å.

These are the Löwdin partial charges, in e, on atoms 1 to 2: -0.0636, -0.1140

Below is the molecule C6H9NO in a non-equilibrium geometry, with properties calculated with wB97M-V/def2-TZVPD.

Calculated values
E: -363.8692 hartree
Spin multiplicity: 1
LUMO level: 0.9 eV
HOMO: -8.611 eV
SMILES: C[C@@]12COC=C[C@H]1N2
Energy relative to the best compared isomer or geometry (same formula, charge and spin): 97.3 kcal/mol
Charge: 0
Maximum force: 2.95 eV Å⁻¹

Geometry as XYZ:
```
17
Properties=species:S:1:pos:R:3:forces:R:3
C -0.459075 0.382866 1.765560 0.8 0.4 -0.2
C -0.603313 0.626584 0.273209 1.4 1.5 -1.4
C 0.659943 1.309527 -0.417249 -2.5 -1.5 0.4
O 1.589608 0.270256 -0.235009 2.3 -1.1 0.2
C 1.320204 -1.089706 -0.237207 -0.5 0.8 -0.3
C 0.088313 -1.603296 -0.382618 0.2 -1.1 -0.4
C -0.815645 -0.469450 -0.753189 0.3 -0.3 -0.8
N -1.903058 0.272021 -0.173996 -1.5 -0.5 0.0
H 0.611638 0.248093 2.061582 -0.9 0.2 -0.1
H -1.039797 -0.491799 2.043740 0.1 -0.1 0.1
H -0.899683 1.263282 2.273478 0.3 -0.4 -0.1
H 0.585534 1.499556 -1.483837 -0.5 0.2 0.0
H 1.032973 2.165354 0.059799 0.7 1.1 0.9
H 2.250999 -1.644433 -0.191768 -0.2 0.0 0.3
H -0.016534 -2.711495 -0.458052 -0.2 1.1 0.1
H -0.645135 -0.127168 -1.823830 0.0 -0.6 1.4
H -2.418010 0.793260 -0.874094 0.3 0.2 0.1
```
Forces are in eV/Å.

These are the Löwdin partial charges, in e, on atoms 1 to 2: -0.0215, -0.4242

Below is the molecule C6H9NO in a non-equilibrium geometry, with properties calculated with wB97M-V/def2-TZVPD.

Calculated values
E: -363.8037 hartree
Spin multiplicity: 1
LUMO level: 1.1 eV
HOMO: -8.066 eV
SMILES: C1N[C@@H]2CO[C@H]3[C@@H]1[C@H]32
Energy relative to the best compared isomer or geometry (same formula, charge and spin): 138.4 kcal/mol
Charge: 0
Maximum force: 2.94 eV Å⁻¹

Geometry as XYZ:
```
17
Properties=species:S:1:pos:R:3:forces:R:3
C -1.777527 0.103898 -0.486554 0.1 0.3 0.3
N -1.348194 -1.202588 0.103294 1.5 0.2 -2.0
C 0.074499 -0.862395 -0.027155 1.6 0.6 2.4
C 1.606652 -1.169500 0.036021 -0.3 -0.1 0.1
O 2.027487 0.113678 -0.502674 -0.7 0.3 0.0
C 1.113719 1.090139 -0.021167 0.8 0.8 -2.3
C -0.656857 1.187258 -0.122636 -0.2 -1.2 -1.0
C 0.176360 0.556458 0.862185 -0.6 -1.4 1.4
H -2.768241 0.382533 -0.112651 0.2 0.1 0.1
H -1.878755 -0.120803 -1.521558 -0.1 0.3 -1.1
H -1.598038 -1.211381 1.042981 -0.5 -0.2 2.0
H 0.191851 -0.579734 -1.077988 -0.8 0.1 0.2
H 1.864104 -1.863858 -0.739245 0.5 -0.7 0.0
H 2.161149 -1.287084 0.983325 -0.7 -0.4 -0.2
H 1.540233 2.069938 -0.230917 -0.2 -0.1 0.8
H -0.862113 2.204344 -0.171138 -0.8 1.7 0.3
H 0.133668 0.589105 1.985882 0.0 -0.4 -0.9
```
Forces are in eV/Å.

These are the Löwdin partial charges, in e, on atoms 1 to 2: -0.1463, 0.0091

Below is the molecule C6H9NO in a non-equilibrium geometry, with properties calculated with wB97M-V/def2-TZVPD.

Calculated values
E: -363.8071 hartree
Spin multiplicity: 1
LUMO level: 1.0 eV
HOMO: -8.746 eV
SMILES: N[C@@H]1[C@@H]2C[C@@H]3O[C@@H]3[C@H]12
Energy relative to the best compared isomer or geometry (same formula, charge and spin): 136.3 kcal/mol
Charge: 0
Maximum force: 5.89 eV Å⁻¹

Geometry as XYZ:
```
17
Properties=species:S:1:pos:R:3:forces:R:3
N 0.782678 1.058319 -1.434571 -1.0 -2.1 -2.5
C -0.352735 1.435123 -0.629790 1.8 -4.4 1.0
C 0.002131 1.060585 0.708725 -2.6 -1.6 2.1
C 1.070230 -0.118357 0.783059 2.0 0.7 5.5
C 0.276564 -1.540350 0.699146 3.3 1.9 -0.7
O 0.170117 -1.776511 -0.754437 3.3 -0.8 -1.2
C -0.873517 -1.264797 -0.069102 -4.0 -1.1 0.6
C -1.184163 0.203152 -0.024651 0.6 2.8 -0.1
H 0.186330 0.896707 -2.218419 0.6 0.3 -2.5
H 0.942409 -0.019669 -1.309715 -0.1 2.7 0.1
H -0.900504 2.284983 -0.854118 -0.6 1.6 -0.5
H -0.391433 1.817737 1.473663 1.3 -1.8 -0.3
H 1.620741 -0.102861 1.874307 -1.7 0.0 -2.1
H 2.025637 0.175248 0.216920 -1.7 -1.3 0.2
H 0.311276 -2.389293 1.397845 0.6 0.5 -0.5
H -1.520470 -2.226254 -0.100348 -0.9 2.7 0.6
H -2.165291 0.506238 0.241489 -0.8 -0.1 0.2
```
Forces are in eV/Å.

These are the Löwdin partial charges, in e, on atoms 1 to 2: 0.0224, -0.3091

Below is a structure of composition C6H9NO in a non-equilibrium geometry, with properties calculated with wB97M-V/def2-TZVPD.

Calculated values
E: -363.7533 hartree
Spin multiplicity: 1
LUMO level (alpha / beta): -0.2 / -0.2 eV
HOMO (alpha / beta): -7.722 / -7.723 eV
Energy relative to the best compared isomer or geometry (same formula, charge and spin): 170.0 kcal/mol
Charge: 0
Maximum force: 2.06 eV Å⁻¹

Geometry as XYZ:
```
17
Properties=species:S:1:pos:R:3:forces:R:3
C -0.881156 -0.082095 -1.435763 1.1 0.1 -0.6
C 1.762256 0.968815 -1.392335 -0.4 1.0 1.8
N 1.145278 0.046226 -1.857875 -1.2 -0.9 -0.3
H -1.188387 -1.031778 -1.016154 0.1 0.0 0.1
H -1.418948 0.805893 -1.121452 0.1 0.0 0.2
H -0.851031 -0.133980 -2.512700 -0.2 0.0 0.0
H 2.790723 1.267752 -1.573358 0.0 -0.2 -0.3
H 1.238076 1.422920 -0.199910 0.5 -0.2 -1.2
C -1.449245 0.287463 1.400621 0.0 0.0 -0.3
C -0.039599 0.233197 0.887359 0.4 1.4 0.4
C 0.669039 -1.000526 1.033805 0.3 -0.6 -0.2
C 1.237456 -2.058140 1.122728 -0.2 0.4 0.0
O 0.611537 1.345015 0.814896 -0.8 -1.1 0.5
H -1.420058 0.235738 2.493419 0.1 0.0 -0.1
H -2.045023 -0.553570 1.046016 0.0 0.0 0.0
H -1.916601 1.228527 1.115290 0.0 0.0 0.0
H 1.755684 -2.981456 1.195412 0.0 -0.1 0.0
```
Forces are in eV/Å.

These are the Löwdin partial charges, in e, on atoms 1 to 2: 0.0166, -0.1444

Below is a structure of composition C6H9NO in a non-equilibrium geometry, with properties calculated with wB97M-V/def2-TZVPD.

Calculated values
E: -363.8884 hartree
Spin multiplicity: 1
LUMO level (alpha / beta): -0.4 / -0.3 eV
HOMO (alpha / beta): -7.302 / -7.442 eV
Energy relative to the best compared isomer or geometry (same formula, charge and spin): 85.3 kcal/mol
Charge: 0
Maximum force: 3.07 eV Å⁻¹

Geometry as XYZ:
```
17
Properties=species:S:1:pos:R:3:forces:R:3
C 0.765984 0.289666 -0.280814 -0.3 0.7 0.6
C 2.108119 0.725696 -0.783364 0.0 0.1 0.0
C -2.149099 -0.191974 0.700770 0.1 1.5 0.1
N 0.875375 -0.782754 0.650841 0.8 0.5 -0.1
C 0.094867 -1.829435 0.427384 -2.9 0.0 0.9
C -0.374630 1.001634 -0.574142 0.7 -0.3 -0.3
C -1.717103 0.777396 -0.227732 -0.6 -1.0 0.7
O 0.252874 -2.984970 0.714396 0.5 -0.1 -0.2
H 1.668707 -0.832544 1.296975 0.0 -0.1 -0.4
H -0.222119 1.786028 -1.307989 0.1 -0.1 0.0
H -2.457528 1.286626 -0.833807 0.0 -0.1 -0.1
H 2.032074 1.582578 -1.448809 0.0 0.0 0.0
H 2.619869 -0.085508 -1.305983 -0.1 0.0 0.0
H 2.744791 1.010875 0.064871 0.0 0.0 0.0
H -1.317350 -1.289399 0.416105 1.4 -0.6 -0.8
H -1.703791 -0.142055 1.691859 0.4 -0.4 -0.1
H -3.221042 -0.321859 0.799438 -0.1 -0.2 -0.3
```
Forces are in eV/Å.

These are the Löwdin partial charges, in e, on atoms 1 to 2: -0.2708, -0.0440

Below is a structure of composition C6H9NO in a non-equilibrium geometry, with properties calculated with wB97M-V/def2-TZVPD.

Calculated values
E: -363.8114 hartree
Spin multiplicity: 1
LUMO level (alpha / beta): -0.4 / -0.4 eV
HOMO (alpha / beta): -7.949 / -7.948 eV
Energy relative to the best compared isomer or geometry (same formula, charge and spin): 133.6 kcal/mol
Charge: 0
Maximum force: 3.11 eV Å⁻¹

Geometry as XYZ:
```
17
Properties=species:S:1:pos:R:3:forces:R:3
C 0.523342 0.274637 -0.588063 -2.6 -1.6 -0.7
C 1.900650 0.843813 0.733527 2.4 0.5 0.5
C 0.330683 -1.052391 -0.566753 2.2 -0.7 -0.6
C -0.953834 0.441678 -0.134326 0.1 2.5 1.7
N -1.699397 1.227499 -1.015695 0.3 -0.2 -0.1
C 0.469588 -2.336570 -0.413542 -0.5 0.0 -0.3
C -1.335092 0.230747 1.142752 -0.1 -0.2 -0.5
O 2.996823 0.775674 0.132280 -1.4 0.0 0.6
H 0.740195 0.762294 -1.533107 0.3 0.0 0.1
H -2.679941 1.310457 -0.796250 0.0 -0.1 -0.1
H -1.509217 1.088243 -1.996774 -0.1 0.0 0.1
H 1.423068 1.825472 0.925624 -0.3 -0.1 -0.4
H 1.686565 0.146788 1.569870 -0.3 -0.3 -0.4
H -0.335790 -3.034760 -0.587258 -0.1 0.0 -0.1
H 1.448285 -2.749309 -0.196911 0.0 0.2 0.4
H -0.755166 -0.400239 1.789600 0.3 0.1 0.2
H -2.250761 0.645966 1.535027 -0.3 -0.2 -0.2
```
Forces are in eV/Å.

These are the Löwdin partial charges, in e, on atoms 1 to 2: -0.1166, -0.2828